No. 1
# C6H9CrO4

C6H9CrO4 as an isolated structure (ωB97M-V/def2-TZVPD, the OMol25 dataset).

Geometry (Å):
O1 0.993 3.325 0.599
C1 1.610 2.218 0.014
C2 1.905 2.148 -1.280
H1 1.857 1.442 0.741
H2 2.443 1.271 -1.640
H3 1.701 2.975 -1.963
O2 -0.122 -2.093 -0.693
C3 -0.257 -0.806 -0.907
O3 -0.077 -0.440 -2.103
Cr1 -0.671 1.155 -1.094
O4 -1.064 2.735 -0.041
C4 -0.312 3.295 0.754
H4 -0.663 4.063 1.455
C5 -0.281 -2.583 0.648
H5 0.558 -3.269 0.816
H6 -0.186 -1.736 1.342
C6 -1.608 -3.289 0.802
H7 -2.444 -2.593 0.648
H8 -1.697 -4.117 0.085
H9 -1.685 -3.701 1.818

Computed properties:
**ΔE to the lowest compared entry with this formula, charge and spin**: 0.95 kcal/mol
**HOMO level (spin up / spin down)**: -12.99 / -13.82 eV
**Spin multiplicity**: 5
**Total charge**: +1
**LUMO (spin up / spin down)**: -0.1732 / -0.1603 Eh

=====

No. 2
# C2H8OS

A 2-piece molecular cluster, C2H8OS overall (ωB97M-V/def2-TZVPD, the OMol25 dataset).

Geometry (Å):
C1 1.142 0.402 1.002
S1 -0.043 1.556 0.208
C2 -1.555 0.522 -0.049
H1 1.205 0.736 2.066
H2 2.193 0.541 0.694
H3 0.758 -0.594 1.092
H4 -1.254 -0.464 -0.320
H5 -2.028 0.268 0.924
H6 -2.421 0.942 -0.553
O1 0.460 -1.508 -1.544
H7 0.307 -1.187 -2.436
H8 1.236 -1.214 -1.085

Computed properties:
**ΔE to the lowest compared entry with this formula, charge and spin**: 20.56 kcal/mol
**HOMO level**: -8.36 eV
**Structure (SMILES)**: CSC.O
**Spin multiplicity**: 1
**Total charge**: 0
**LUMO**: 0.0310 Eh

=====

No. 3
# C10H16BCl3F4OPb

C10H16BCl3F4OPb as an isolated structure (ωB97M-V/def2-TZVPD, the OMol25 dataset).

Geometry (Å):
C1 2.242 -0.293 -1.511
C2 1.370 0.332 -2.450
C3 0.331 -0.589 -2.828
C4 1.503 1.703 -2.947
C5 0.533 -1.775 -2.082
C6 1.707 -1.601 -1.272
C7 2.206 -2.585 -0.298
C8 3.403 0.270 -0.853
C9 -0.710 -0.284 -3.794
C10 -0.364 -2.937 -2.106
Pb1 -1.462 1.976 0.536
Cl1 -1.591 3.205 -1.498
Cl2 1.183 2.394 0.693
Cl3 -2.190 -0.267 -0.585
H1 2.310 2.255 -2.415
H2 0.571 2.275 -2.774
H3 1.728 1.711 -4.034
H4 -1.131 0.705 -3.627
H5 -1.498 -1.011 -3.707
H6 -0.317 -0.326 -4.813
H7 -1.387 -2.623 -1.903
H8 -0.072 -3.654 -1.336
H9 -0.322 -3.442 -3.074
H10 1.427 -3.338 -0.045
H11 2.488 -2.086 0.662
H12 3.094 -3.123 -0.694
H13 3.187 1.311 -0.570
H14 4.273 0.245 -1.515
H15 3.633 -0.267 0.075
O1 0.896 -0.801 1.349
H16 0.839 -0.114 2.208
F1 -2.857 0.486 2.764
B1 -2.397 1.081 4.000
F2 -2.442 0.118 5.027
F3 -1.075 1.514 3.799
F4 -3.238 2.179 4.269

Computed properties:
**ΔE to the lowest compared entry with this formula, charge and spin**: 0.00 kcal/mol
**HOMO level (spin up / spin down)**: -1.33 / -1.48 eV
**Spin multiplicity**: 1
**Total charge**: -2
**LUMO (spin up / spin down)**: 0.1147 / 0.1191 Eh

=====

No. 4
# C5H11N3

One molecule with the formula C5H11N3 (ωB97M-V/def2-TZVPD, the OMol25 dataset).

Geometry (Å):
C1 -1.706 1.101 -1.094
C2 -1.145 -0.115 -0.972
C3 0.373 -0.524 -1.577
N1 0.936 -0.961 -0.323
C4 0.192 -0.128 0.673
C5 -0.367 -0.941 1.827
N2 0.634 1.066 1.001
N3 1.954 1.343 0.820
H1 -1.148 1.985 -0.847
H2 -2.757 1.216 -1.304
H3 -1.771 -0.997 -1.045
H4 0.818 0.415 -1.892
H5 0.337 -1.309 -2.331
H6 0.708 -1.937 -0.170
H7 0.364 -1.650 2.210
H8 -0.673 -0.296 2.639
H9 -1.262 -1.477 1.533
H10 2.118 2.339 0.820
H11 2.398 0.871 0.032

Computed properties:
**ΔE to the lowest compared entry with this formula, charge and spin**: 114.60 kcal/mol
**HOMO level (spin up / spin down)**: -7.32 / -7.32 eV
**Structure (SMILES)**: C=CCN/C(C)=N\N
**Spin multiplicity**: 1
**Total charge**: 0
**LUMO (spin up / spin down)**: 0.0105 / 0.0105 Eh

=====

No. 5
# C8H16N5

An isolated ion of composition C8H16N5 and charge +1 (ωB97M-V/def2-TZVPD, the OMol25 dataset).

Geometry (Å):
C1 3.251 1.148 -0.147
N1 1.888 0.692 -0.087
N2 0.904 1.864 -0.746
N3 -0.124 1.998 0.245
N4 -1.408 1.661 -0.217
C2 -2.037 0.517 0.478
N5 -3.356 0.426 -0.084
C3 -1.104 -0.664 0.294
C4 -0.457 -1.228 1.387
C5 0.428 -2.278 1.208
C6 0.671 -2.769 -0.064
C7 0.026 -2.211 -1.158
C8 -0.855 -1.158 -0.983
H1 3.636 1.268 -1.160
H2 3.342 2.089 0.387
H3 3.844 0.392 0.368
H4 1.764 -0.122 -0.684
H5 0.501 1.479 -1.600
H6 0.182 1.331 1.000
H7 -0.043 2.965 0.607
H8 -2.051 2.442 -0.298
H9 -2.151 0.739 1.553
H10 -3.344 0.052 -1.027
H11 -3.969 -0.147 0.480
H12 -0.666 -0.860 2.381
H13 0.922 -2.717 2.059
H14 1.354 -3.589 -0.208
H15 0.206 -2.603 -2.147
H16 -1.353 -0.719 -1.835

Computed properties:
**ΔE to the lowest compared entry with this formula, charge and spin**: 51.43 kcal/mol
**HOMO level**: -12.88 eV
**Structure (SMILES)**: CNN[NH2+]N[C@@H](N)c1ccccc1
**Spin multiplicity**: 1
**Total charge**: +1
**LUMO**: -0.1042 Eh

=====

| no. | E (eV) | largest force on an atom (eV/Å) |
| --- | --- | --- |
| 1 | -42970.81008 | 2.4 |
| 2 | -15085.58684 | 2.7 |
| 3 | -67045.88988 | 4.4 |
| 4 | -9828.93684 | 4.4 |
| 5 | -15996.62756 | 3.9 |